Entry 1:
19
Properties=species:S:1:pos:R:3:forces:R:3 method="wB97M-V/def2-TZVPD" homo_lumo_gap_ev=8.42 de_lowest_ev=4.137 lumo_ev=0.38 e_homo_ev=-8.04 energy_ha=-310.90724
C 1.9059 -1.3123 0.9283 0.067 0.073 0.157
C 1.1515 -1.0611 -0.4002 -0.086 0.004 -0.250
C 1.0693 0.4306 -0.4757 -0.031 -0.220 0.492
C -0.7896 0.9837 -1.5139 0.443 0.123 -0.649
C -0.2389 1.0180 -0.0813 0.187 -0.243 0.453
C -1.1820 0.3426 0.9190 0.331 -0.206 0.137
O -2.3826 1.0746 1.1025 -0.172 -0.010 -0.335
H 2.8751 -0.8054 0.9254 -0.151 -0.080 0.002
H 2.0708 -2.3863 1.0581 -0.048 0.179 -0.059
H 1.3362 -0.9545 1.7928 0.088 -0.053 -0.133
H 0.2116 -1.6374 -0.3916 0.114 0.185 0.008
H 1.7799 -1.4470 -1.2115 -0.082 0.077 0.119
H 0.0225 1.2595 -2.1999 -0.142 -0.120 -0.137
H -1.5391 1.7365 -1.6533 -0.517 0.429 0.036
H -1.1807 0.0195 -1.8214 -0.018 -0.223 0.145
H -0.1275 2.0677 0.2175 0.011 -0.137 -0.109
H -1.3933 -0.6967 0.6255 -0.003 0.197 0.042
H -0.7130 0.3186 1.9081 -0.049 -0.018 -0.140
H -2.8761 1.0494 0.2716 0.056 0.041 0.220

***

Entry 2:
116
Properties=species:S:1:pos:R:3:forces:R:3 method="wB97M-V/def2-TZVPD" homo_lumo_gap_ev="3.79 / 9.39" s_squared=0.7502 total_charge=-1 lumo_ev="2.27 / 2.27" e_homo_ev="-1.52 / -7.12" energy_ha=-2654.79540 spin_multiplicity=2
Li -1.9426 -1.1563 5.8054 0.083 -0.218 -0.953
C -1.0171 -2.1412 2.7991 -1.567 1.506 0.960
O -1.1422 -1.0581 1.8544 -0.546 -0.124 -0.192
O -1.9384 -1.8412 3.8474 1.715 -1.410 -1.805
C -1.2178 -3.5755 2.1116 -0.515 1.496 1.353
F -0.3102 -3.8753 1.1996 0.804 0.356 -1.230
F -1.0966 -4.4940 3.0304 0.690 -1.370 2.076
F -2.4256 -3.8307 1.6052 -0.798 0.857 -0.965
C -0.3771 -0.9308 0.6649 0.227 0.251 -0.359
C -0.5135 0.4897 0.1415 -0.554 0.159 0.354
H -0.0924 0.5964 -0.8582 0.082 -0.139 -0.037
H -1.5718 0.7463 0.0950 -0.033 0.100 -0.097
H -0.0488 1.2268 0.7964 0.142 -0.061 0.085
H -0.7477 -1.5908 -0.1195 -0.049 -0.388 0.011
H 0.6899 -1.1129 0.7938 0.151 -0.426 0.417
H 0.0120 -2.0512 3.1468 0.393 -0.725 0.115
C -2.7669 2.1591 -5.8773 0.384 0.192 0.919
O -2.8345 1.3845 -4.6728 -0.904 -0.253 -0.909
C -4.1204 0.7696 -4.5190 1.093 -0.867 1.873
C -4.0679 -0.1731 -3.2252 0.107 0.528 -1.821
O -3.8237 0.4759 -2.0212 0.141 0.288 0.632
C -4.0285 -0.3592 -0.9019 -0.631 0.335 1.562
H -2.8069 1.6047 -6.8149 -0.041 -0.555 0.104
H -1.8067 2.6719 -5.8203 -0.065 0.094 -0.116
H -3.5673 2.8983 -5.9084 -0.127 0.177 0.098
H -4.2917 0.0956 -5.3584 -0.253 -0.076 -0.163
H -4.9128 1.5155 -4.4572 -0.086 0.137 0.050
H -3.2446 -0.8592 -3.4243 0.070 -0.326 -0.053
H -4.9944 -0.7373 -3.1188 -0.228 -0.099 -0.387
H -3.9134 0.1758 0.0407 0.932 0.740 -0.193
H -3.3729 -1.2241 -0.8009 -0.006 -0.172 -0.603
H -5.0746 -0.5886 -0.6988 -0.351 -0.767 -1.015
C 0.4327 4.4141 -1.0481 -0.472 -0.375 0.065
O 1.5589 4.5614 -1.8348 2.044 0.510 -1.274
C 1.6495 5.6571 -2.7518 -0.683 -0.398 0.865
C 0.6321 5.5976 -3.8553 -0.063 -0.507 -1.401
O 0.6997 4.4146 -4.6545 0.251 -0.582 -1.063
C 1.8558 4.1758 -5.5278 -0.524 1.011 1.409
H 0.2989 5.2268 -0.3342 -0.174 0.267 -0.031
H 0.6217 3.5024 -0.4814 -0.265 -0.006 0.096
H -0.4406 4.2589 -1.6816 -0.348 0.093 0.278
H 2.6457 5.6937 -3.1925 0.140 -0.493 0.182
H 1.5433 6.5981 -2.2121 -0.195 0.287 0.154
H 0.7437 6.4674 -4.5026 0.313 0.366 -0.114
H -0.4154 5.6359 -3.5566 0.111 -0.135 0.506
H 2.6236 3.7124 -4.9082 0.214 -0.079 -0.353
H 2.2127 5.1150 -5.9503 0.167 0.305 0.203
H 1.6355 3.5658 -6.4038 -0.600 -0.316 0.494
C 1.6497 -2.9134 5.2994 0.870 -0.498 -0.439
O 2.8132 -2.4249 4.5522 -1.467 -0.305 0.911
C 3.7433 -3.4250 4.2365 1.454 0.021 -0.733
C 3.3731 -4.2668 2.9954 -0.198 -0.205 1.893
O 3.1244 -3.3690 1.9890 -0.375 -0.047 -2.406
C 3.0061 -3.9964 0.6872 -0.013 0.448 0.458
H 0.8897 -2.1553 5.4886 0.332 0.346 -0.250
H 1.9832 -3.2646 6.2759 -0.015 -0.264 -0.015
H 1.1501 -3.6904 4.7208 0.014 -0.233 0.169
H 4.1062 -4.0293 5.0679 -0.847 -0.444 0.441
H 4.6699 -2.8919 4.0239 -0.048 0.365 -0.491
H 2.5100 -4.8737 3.2690 -0.591 -0.053 -0.273
H 4.1169 -5.0040 2.6932 0.624 0.118 0.250
H 2.1735 -4.6985 0.6450 -0.124 0.021 0.192
H 3.9182 -4.5270 0.4138 0.233 -0.086 0.228
H 2.8529 -3.2239 -0.0663 -0.120 0.035 0.345
C 6.2232 2.2857 -1.7310 0.555 0.105 0.475
O 5.2025 2.3341 -2.6558 -1.877 -0.491 -1.033
C 3.8299 2.4884 -2.1462 1.827 0.617 0.218
C 3.3479 1.3574 -1.2830 -0.118 0.039 0.291
O 3.3625 0.1398 -1.9840 0.987 -1.006 -0.649
C 3.5485 -1.0819 -1.2764 -0.763 0.538 0.551
H 6.2566 3.2045 -1.1456 0.014 0.156 0.384
H 7.1762 2.2031 -2.2535 -0.081 0.143 -0.319
H 6.2191 1.4237 -1.0639 -0.393 -0.154 0.244
H 3.1639 2.7522 -2.9677 0.356 -0.345 -0.111
H 3.8989 3.3450 -1.4756 -0.444 0.313 0.063
H 2.3210 1.5566 -0.9766 -0.187 0.270 0.164
H 3.9497 1.3826 -0.3745 0.134 -0.668 0.125
H 2.6930 -1.1844 -0.6088 0.145 -0.148 0.432
H 4.4772 -1.1126 -0.7067 0.044 0.245 0.114
H 3.5317 -1.9547 -1.9292 0.042 0.445 -0.559
O 3.0842 -0.5853 2.1250 0.247 0.584 -0.503
H 3.1341 -1.5412 2.1221 0.012 -0.499 0.083
H 2.3162 -0.3867 2.6606 -0.266 0.273 0.293
O -4.2668 -3.2096 4.2246 -1.273 -0.211 -0.226
H -3.3971 -2.9049 3.9657 1.461 0.860 -0.351
H -4.6170 -2.5030 4.7672 -0.121 0.210 0.198
O -5.1657 -2.1952 1.6562 -0.432 0.467 -0.624
H -5.2130 -2.7262 2.4512 0.210 -0.242 0.508
H -4.2702 -2.3155 1.3402 0.317 -0.115 0.051
O -1.0416 1.4898 3.6379 -0.208 0.656 0.082
H -0.6884 0.9235 2.9517 0.009 -0.381 -0.151
H -0.6791 1.1369 4.4505 -0.073 0.150 0.031
O 1.2912 0.0934 4.4626 0.446 0.237 -0.569
H 0.5524 0.0802 5.0712 -0.300 -0.151 0.507
H 1.7686 -0.7154 4.6472 0.479 -0.138 0.086
O -3.5817 0.4551 2.9645 -0.650 0.607 -0.063
H -4.3148 0.0131 2.5361 -0.278 -0.301 -0.077
H -2.8913 -0.2069 3.0021 0.551 -0.424 0.159
C -2.8773 -5.8743 5.4472 -0.899 -0.704 -0.432
O -4.2416 -5.4784 5.3943 0.373 -0.953 1.141
H -2.1996 -5.0762 5.7503 0.076 0.134 -0.237
H -2.7497 -6.7080 6.1376 -0.193 0.069 0.246
H -2.6860 -6.2859 4.4563 0.928 0.160 -0.103
H -4.2378 -4.6810 4.8598 -0.361 0.573 -0.163
C 0.6815 1.2350 -3.8906 0.789 -0.346 1.125
O 1.9295 0.5879 -4.1474 -0.878 0.333 -1.808
H 0.8338 2.0071 -3.1364 -0.114 0.432 -0.017
H 0.2600 1.7059 -4.7787 0.318 -0.233 -0.083
H -0.0482 0.5534 -3.4536 -0.221 -0.240 -0.225
H 2.4231 0.3297 -3.3656 -0.152 0.068 0.639
C -3.0840 3.3235 -2.2960 0.056 0.128 -1.065
O -3.6152 2.9779 -1.0722 0.104 0.431 1.450
H -3.8749 3.1631 -3.0288 0.209 0.211 -0.660
H -2.7599 4.3632 -2.3419 -0.259 0.188 0.343
H -2.2158 2.7289 -2.5801 0.051 -0.223 -0.039
H -3.7708 2.0332 -1.1429 -0.108 -0.079 0.057

***

Entry 3:
114
Properties=species:S:1:pos:R:3:forces:R:3 method="wB97M-V/def2-TZVPD" homo_lumo_gap_ev="6.38 / 6.53" de_lowest_ev=5.432 s_squared=12.0413 total_charge=+1 lumo_ev="-3.72 / -3.57" e_homo_ev="-10.10 / -10.10" energy_ha=-10703.38258 spin_multiplicity=7
Tb 12.1230 14.2181 16.0525 -1.161 -0.058 -0.036
I 12.2807 16.9142 17.8152 -0.969 0.773 0.964
C 11.0616 17.0517 19.7314 0.140 2.459 -1.188
C 10.4835 18.3280 19.7472 0.506 -1.000 -0.693
C 10.1217 18.8992 20.9691 -0.639 0.615 0.105
C 10.3671 18.2615 22.1389 0.205 -0.215 0.565
C 10.9853 16.9845 22.1534 -0.237 0.006 -0.734
C 11.3555 16.3458 23.3425 0.451 -0.263 0.700
C 11.9704 15.1129 23.3619 -0.809 0.859 0.661
C 12.1748 14.4613 22.1509 0.576 -1.465 -0.334
C 11.8787 15.0040 20.9317 -0.713 2.501 0.742
P 12.3719 14.1474 19.4406 0.657 -0.913 -0.052
C 11.5934 12.5460 19.8075 1.624 -1.207 -1.260
C 12.1749 11.3737 19.2387 -0.944 -0.392 1.064
C 11.6503 10.1070 19.6098 0.143 1.486 -0.719
C 10.5945 10.0620 20.5248 -0.140 -0.749 -0.454
C 9.9403 11.2195 20.9123 0.608 -0.070 -0.352
C 10.4301 12.4596 20.5280 -0.333 -0.314 0.195
C 14.1974 13.9610 19.8117 -0.241 0.910 -0.457
C 14.7020 12.7160 20.1232 0.497 0.354 -0.079
C 16.0571 12.4696 20.0013 0.867 -0.445 0.790
C 16.9436 13.4752 19.6621 0.231 0.704 -0.757
C 16.4598 14.7717 19.4162 -0.176 -0.022 0.483
C 15.0939 15.0402 19.5748 0.065 -0.731 -0.630
C 11.2898 16.3359 20.9203 0.876 -1.419 -0.591
H 10.3384 18.9371 18.8461 0.228 -0.516 0.295
H 9.6636 19.8907 20.9867 0.136 -0.330 -0.107
H 10.1096 18.7525 23.0770 0.149 -0.218 -0.124
H 11.2069 16.9055 24.2585 -0.132 -0.180 0.097
H 12.2119 14.6626 24.3295 0.077 0.051 -0.536
H 12.5874 13.4404 22.1501 -0.063 0.546 0.180
H 13.0760 11.4605 18.6262 -0.473 -0.186 -0.051
H 11.9941 9.2329 19.0648 0.177 -0.094 0.539
H 10.2064 9.0945 20.8702 0.197 0.431 -0.255
H 9.0599 11.1184 21.4969 -0.608 0.148 0.486
H 9.9388 13.3784 20.7752 -0.369 0.183 0.466
H 14.0391 11.9763 20.5073 -0.166 -0.623 -0.077
H 16.4695 11.4931 20.2651 -0.264 0.199 -0.122
H 18.0209 13.2884 19.5467 -0.606 -0.064 0.120
H 17.1528 15.5740 19.1165 -0.423 -0.411 0.351
H 14.7506 16.0666 19.4491 -0.101 -0.324 -0.114
C 9.0716 18.4168 14.4125 0.596 0.496 -0.034
As 9.4143 16.4620 14.6311 -0.236 0.874 -0.020
C 8.4594 16.3191 16.3246 0.051 -0.116 0.398
C 8.0036 15.7551 13.3711 0.981 -0.655 0.006
C 8.4753 15.6144 11.8801 -1.928 1.098 -0.479
C 8.9708 17.0225 11.3853 -0.195 -0.450 0.969
C 9.4861 14.5442 11.5176 0.696 -0.118 0.761
As 11.1272 14.4721 12.6413 0.735 -1.238 -0.394
C 12.3460 15.6937 11.7280 -0.293 0.747 0.088
C 11.9207 12.8144 11.8247 -0.064 0.839 -0.626
C 7.1024 15.2374 11.1595 1.140 1.156 -1.238
As 7.0371 14.4437 9.3243 0.388 -0.070 -0.223
C 7.7925 12.5799 9.5408 -0.838 0.496 -0.247
C 8.5736 15.2878 8.3291 0.081 -0.173 -0.113
H 8.0227 18.6443 14.2264 -0.165 -0.195 0.250
H 9.6065 18.8653 13.5489 -0.065 -0.419 0.665
H 9.4030 18.9355 15.3440 -0.249 -0.397 -0.686
H 7.4274 16.6330 16.1996 -0.175 -0.122 0.127
H 8.9253 16.9393 17.1008 -0.001 0.106 -0.341
H 8.5484 15.2949 16.6899 -0.358 0.038 -0.133
H 7.1708 16.4679 13.4105 0.134 -0.166 -0.004
H 7.6297 14.7637 13.7271 0.347 0.694 -0.062
H 9.7938 17.3878 12.0503 -0.775 -0.113 -0.501
H 8.1098 17.7238 11.3537 0.683 -0.215 0.257
H 9.3973 16.9797 10.3980 0.056 -0.147 -0.402
H 9.7771 14.6527 10.4656 -0.016 -0.028 0.360
H 9.0834 13.5392 11.6453 -0.211 0.022 0.052
H 11.9386 16.0846 10.7753 0.167 -0.048 0.658
H 13.2800 15.2003 11.5272 0.292 -0.482 -0.144
H 12.6086 16.4630 12.4551 -0.242 0.415 -0.356
H 12.5020 13.1242 10.9259 -0.178 -0.297 0.757
H 11.0763 12.2498 11.4295 0.161 -0.523 0.351
H 12.5535 12.2826 12.5574 -0.460 0.101 -0.487
H 6.4049 16.0968 11.0473 0.675 -0.187 0.233
H 6.5529 14.5427 11.7365 -0.478 -0.994 0.816
H 7.3352 12.1678 10.4626 0.216 -0.018 -0.625
H 8.8781 12.5713 9.6273 -0.065 -0.107 -0.136
H 7.4363 12.0369 8.6266 0.444 0.283 0.996
H 8.7471 16.3581 8.5796 -0.076 -0.890 0.061
H 8.2228 15.3042 7.2782 0.482 -0.268 0.465
H 9.5049 14.6574 8.4543 -0.972 0.904 -0.368
O 10.0011 13.5308 16.0105 -1.589 -1.405 0.231
C 9.3949 12.4217 15.9050 0.206 0.780 -0.176
C 10.0149 11.1678 15.6956 -1.267 -0.607 -0.441
C 9.1328 10.0195 15.5262 2.650 0.033 -0.543
C 9.7003 8.8383 15.0424 -0.555 1.601 0.522
C 11.0580 8.7355 14.7636 0.617 0.000 0.109
C 11.8511 9.8320 14.9194 1.370 0.825 -0.889
C 11.3853 11.1252 15.3409 0.825 -1.055 0.739
O 12.2137 12.1219 15.4942 -0.640 -0.983 -0.373
N 8.8593 7.7546 14.6998 -2.277 -4.378 -0.347
O 9.3407 6.5789 14.4494 -1.001 4.170 0.740
O 7.6323 7.9742 14.7084 2.119 -0.356 -0.140
H 8.2890 12.3841 15.8406 0.315 0.492 0.394
H 8.1011 10.0869 15.7754 -0.639 0.030 -0.025
H 11.4676 7.7727 14.4409 -0.226 0.471 -0.009
H 12.8899 9.7827 14.5581 -0.426 0.002 0.527
O 14.3567 13.8743 16.1175 0.165 0.692 -0.715
C 14.4932 14.7684 15.2133 -0.500 -0.070 1.249
O 13.4600 15.3481 14.6782 0.985 -0.529 0.565
C 15.8209 15.1928 14.8170 0.006 1.260 -0.613
C 16.9730 14.4578 15.0603 -0.956 -1.425 1.289
C 18.0801 14.7098 14.3381 3.366 1.124 -1.087
C 18.1604 15.8709 13.5243 -1.924 -0.523 0.764
C 17.0358 16.7007 13.3789 1.791 -1.029 0.633
C 15.8853 16.3648 14.0707 0.537 0.446 -1.137
N 19.4037 16.1687 12.8568 2.893 -0.142 -2.567
O 20.3578 15.3729 13.0684 -2.068 2.043 -0.303
O 19.4699 17.1088 12.0117 -0.578 -2.200 2.576
H 17.0014 13.6762 15.8496 -0.366 0.348 -0.957
H 19.0335 14.1242 14.3976 -1.220 0.485 0.213
H 17.1263 17.5593 12.7597 -0.104 0.643 -0.295
H 15.1008 17.0899 13.9087 -0.642 -0.596 0.328

***

Entry 4:
14
Properties=species:S:1:pos:R:3:forces:R:3 method="wB97M-V/def2-TZVPD" homo_lumo_gap_ev=10.02 de_lowest_ev=0.373 lumo_ev=1.21 e_homo_ev=-8.82 energy_ha=-499.08987 smiles=C[C@@H]1P[C@H]1C
C 1.5438 -0.6285 0.9411 3.271 -0.450 0.706
C 0.6791 -0.2706 -0.1952 -0.428 0.564 -0.617
P 0.4717 1.5742 -0.7246 -0.178 -0.798 1.018
C -0.6905 0.3025 0.0445 0.566 -0.442 -1.577
C -1.7795 0.0062 -0.9209 -1.085 -1.088 0.473
H 1.2013 -0.3349 1.9495 0.300 0.279 -0.579
H 2.6303 -0.2769 0.6936 -1.808 0.004 0.933
H 1.7878 -1.7104 0.9982 -0.845 0.232 -0.056
H 0.9553 -0.9689 -1.0164 -1.043 0.868 0.056
H 0.5907 2.0505 0.5893 0.862 0.405 0.163
H -0.9938 0.3549 1.0791 0.150 0.340 0.154
H -1.4448 0.0809 -1.9514 0.083 -0.891 -0.130
H -2.5883 0.6891 -0.9030 -0.531 1.571 0.332
H -2.3631 -0.8681 -0.5837 0.685 -0.593 -0.876